A | Density functional theory data (the ωB97M-V functional and the def2-TZVPD basis) for a 5-piece molecular cluster, C3H16N2O3 overall.

Its orbital gap is 3.555 eV.

Structure (ORCA input):
```
! RIJCOSX wB97M-V def2-TZVPD def2/J DEFGRID3
* xyz 0 1
H 2.926 0.428 0.824
H -3.694 1.224 -1.151
N 3.554 -0.378 1.022
O -0.663 -1.610 0.981
H 0.735 -0.163 0.994
H 1.491 -1.369 -1.132
H 1.001 -0.758 -2.763
H -0.225 1.304 0.900
H 4.299 -0.179 1.664
C 0.525 0.708 0.336
H 3.784 -0.798 0.134
O -2.836 -0.350 1.086
C 0.002 0.212 -1.022
H -2.608 0.419 -0.465
O -2.809 0.898 -1.303
H -1.596 -1.120 1.028
H -0.377 1.010 -1.656
H -0.419 -1.585 1.905
H 1.662 2.180 -0.372
C 1.149 -0.499 -1.720
H 2.053 0.122 -1.717
H -3.366 -1.153 1.082
H -0.836 -0.478 -0.918
N 1.679 1.452 0.359
*
```

Atom charges from the Mulliken analysis, given in e for atoms 1 to 5: 0.31, 0.30, -0.55, -0.71, 0.38


B | Density functional theory data (the ωB97M-V functional and the def2-TZVPD basis) for a 4-piece molecular cluster, C3H16N2O3 overall.

Its orbital gap is 10.125 eV. Its SMILES is C[C@H](N)CN.O.O.O.

Structure (ORCA input):
```
! RIJCOSX wB97M-V def2-TZVPD def2/J DEFGRID3
* xyz 0 1
C 0.332 1.202 -0.357
H -0.598 0.760 -2.006
H -0.862 1.711 1.308
H 0.512 -0.717 1.930
H -1.061 -2.586 -0.843
H -0.598 -3.940 -0.518
O 2.626 -2.302 1.456
H 2.332 -1.696 2.137
H 1.607 2.874 0.149
C -0.014 1.039 1.114
C 1.120 2.483 -0.741
H 1.903 -2.467 0.846
O -2.429 -1.172 -1.087
N -0.336 -0.296 1.572
H -2.080 -0.309 -0.766
H -3.292 -1.166 -0.652
H 0.500 3.259 -1.187
N -0.989 1.100 -1.131
H 0.969 0.394 -0.722
H -0.608 -0.914 0.848
O -0.315 -3.030 -0.412
H -1.273 2.067 -1.237
H 1.837 2.169 -1.463
H 0.716 1.534 1.764
*
```

Atom charges from the Mulliken analysis, given in e for atoms 1 to 5: 0.38, 0.25, 0.26, 0.11, 0.33


Most stable structure - B; separation to the second - 655.0 kJ/mol.


A | Density functional theory data (the ωB97M-V functional and the def2-TZVPD basis) for a 2-piece molecular cluster, C19H25N5O5S overall.

Its orbital gap is 8.138 eV. Its SMILES is Oc1nc(S)nnc1Cc1ccc2c(c1)OCO2.CNC(=O)[C@@H](NC(C)=O)C(C)C.

Structure (ORCA input):
```
! RIJCOSX wB97M-V def2-TZVPD def2/J DEFGRID3
* xyz 0 1
H 0.966 -0.945 -5.113
H 1.020 0.819 -1.926
C 3.455 -0.856 -3.795
H 6.522 1.289 -2.138
H -1.864 -1.943 -0.998
H 4.847 1.567 -2.642
C -2.779 1.498 6.154
H -4.784 -0.853 7.534
C 4.370 -1.259 -2.629
H -5.900 -0.629 5.310
H 1.629 -1.420 -2.785
C 3.905 -0.588 -6.775
O 3.465 -2.915 -6.775
H -4.575 -2.536 1.794
H 1.449 0.758 -4.912
H 0.093 0.088 -3.985
C -3.389 1.647 4.909
H 3.253 -2.882 -4.405
H 6.003 0.796 -3.760
N -3.360 -1.140 0.748
C 2.036 -0.534 -3.272
C -5.027 -0.025 5.540
H 4.000 -0.760 -7.846
H 3.106 0.127 -6.596
S -1.536 -0.641 -1.099
C -3.281 0.611 7.081
H 2.622 0.342 -1.373
N 3.417 -1.957 -4.777
H -0.516 1.090 8.017
C 3.574 -1.904 -6.099
O -2.539 0.628 8.217
O 4.213 -2.343 -2.080
C 2.039 0.614 -2.253
H -5.466 2.095 3.106
C -4.271 0.611 2.134
C -4.170 -0.732 1.722
C 1.077 -0.129 -4.400
N 5.326 -0.435 -2.190
H 2.452 1.516 -2.704
H 4.848 -0.211 -6.387
O -4.888 -1.745 2.258
H -1.521 2.380 8.704
C -4.407 -0.158 6.791
C -4.525 0.882 4.590
C -2.626 -0.170 0.182
C -5.194 1.044 3.247
C -1.492 1.581 7.957
H -2.972 2.354 4.198
N -2.692 1.125 0.545
H 3.849 0.041 -4.263
N -3.511 1.530 1.518
O -1.682 2.132 6.641
H -6.120 0.462 3.206
H 5.860 -0.794 -1.412
C 5.692 0.880 -2.717
*
```

Atom charges from the Mulliken analysis, given in e for atoms 1 to 5: 0.37, 0.37, -0.01, 0.34, 0.18


B | Density functional theory data (the ωB97M-V functional and the def2-TZVPD basis) for a single C19H25N5O5S molecule.

Its orbital gap is 8.184 eV. Its SMILES is CCCc1nn(C)c2c(=O)[nH]c(-c3cc(S(=O)(=O)NCCO)ccc3OCC)nc12.

Structure (ORCA input):
```
! RIJCOSX wB97M-V def2-TZVPD def2/J DEFGRID3
* xyz 0 1
H -2.441 2.263 4.227
C -0.664 1.258 3.706
C -2.846 0.948 2.547
C 1.328 -0.435 -0.416
N 0.275 0.418 1.516
H -4.673 2.044 2.904
C 4.185 -2.714 -0.976
H -3.392 1.674 -4.715
C 0.278 0.090 -2.526
H 5.740 -1.238 -0.788
N 2.329 -0.667 1.823
H 6.073 -2.504 -1.974
H 1.052 -0.252 6.875
C 2.242 -1.269 -1.103
H -3.109 0.107 3.192
H 4.927 -1.210 -2.352
H -1.721 2.774 2.689
O -1.280 2.195 -2.813
N 0.936 0.550 4.962
H -2.287 0.559 1.694
H 1.086 -0.818 -4.271
H 2.571 -0.224 5.936
H -3.781 -1.281 -4.010
H -4.752 0.939 1.532
H -4.793 0.974 -3.866
N -2.302 -0.127 -3.115
H -4.121 0.478 -6.548
H 2.830 -2.025 -3.028
C 5.301 -1.859 -1.564
H 3.756 -3.386 -1.727
O -0.729 0.875 -4.828
C 0.269 0.618 2.855
C 1.291 0.177 3.715
O -4.752 0.565 -5.824
H 3.083 -1.173 1.372
H -3.867 2.459 1.391
C 1.164 -0.726 -3.200
H -2.812 0.200 -2.307
C 1.662 0.325 6.178
C -1.942 1.911 3.323
C -3.162 -0.411 -4.243
O 3.168 -1.932 -0.364
C 0.358 0.236 -1.162
N -0.231 1.193 4.953
C -4.113 1.640 2.064
O 3.386 -0.977 3.810
C -4.039 0.789 -4.636
C 1.298 -0.217 1.036
H -2.497 -0.658 -5.074
H -0.327 0.888 -0.647
H 1.915 1.279 6.643
S -1.018 0.924 -3.424
C 2.431 -0.530 3.202
C 2.142 -1.395 -2.489
H 4.575 -3.322 -0.156
*
```

Atom charges from the Mulliken analysis, given in e for atoms 1 to 5: 0.33, -0.15, -0.06, 0.10, -0.55


Most stable structure - B; separation to the second - 52.6 kJ/mol.


A | Density functional theory data (the ωB97M-V functional and the def2-TZVPD basis) for CH5N3O2 as an isolated structure.

Its orbital gap is 9.230 eV.

Structure (ORCA input):
```
! RIJCOSX wB97M-V def2-TZVPD def2/J DEFGRID3
* xyz 0 1
H 1.797 0.697 -0.948
N 1.105 0.314 -0.294
H 0.043 0.440 -2.530
O -0.923 -1.219 1.065
O 1.517 0.681 0.985
H 1.488 -0.307 1.228
N -1.133 -0.002 0.364
N -0.652 0.241 -1.826
C -0.195 0.148 -0.651
H -1.857 -0.460 -0.082
H -0.293 -0.827 2.128
*
```

Atom charges from the Mulliken analysis, given in e for atoms 1 to 5: 0.22, -0.18, 0.20, -0.51, -0.40


B | Density functional theory data (the ωB97M-V functional and the def2-TZVPD basis) for a 2-piece molecular cluster, CH5N3O2 overall.

Its orbital gap is 10.831 eV. Its SMILES is [H]/N=[N+](\[O-])O.C=N.

Structure (ORCA input):
```
! RIJCOSX wB97M-V def2-TZVPD def2/J DEFGRID3
* xyz 0 1
H -1.248 2.479 1.344
O 1.142 2.298 1.177
O 0.728 0.127 1.519
H -1.207 -1.894 -0.575
N -0.634 -1.192 -0.879
N 0.299 1.474 1.463
H 1.571 0.062 1.092
N -0.924 1.515 1.491
H -0.278 -2.581 -2.362
H 0.661 -0.772 -2.339
C -0.110 -1.516 -1.931
*
```

Atom charges from the Mulliken analysis, given in e for atoms 1 to 5: 0.27, -0.64, -0.40, 0.21, -0.32


C | Density functional theory data (the ωB97M-V functional and the def2-TZVPD basis) for CH5N3O2 as an isolated structure.

Its orbital gap is 10.174 eV.

Structure (ORCA input):
```
! RIJCOSX wB97M-V def2-TZVPD def2/J DEFGRID3
* xyz 0 1
C 0.762 0.891 1.450
N -0.479 -0.510 -0.430
H 1.687 0.486 1.883
O -1.186 -1.713 -2.183
N 0.736 0.753 0.070
H -0.727 -2.070 -2.961
N -0.564 -0.628 -1.661
O -1.122 -0.920 0.478
H 0.530 1.856 1.947
H -0.069 0.226 1.760
H 0.433 1.628 -0.354
*
```

Atom charges from the Mulliken analysis, given in e for atoms 1 to 5: -0.58, 0.90, 0.22, -0.39, -0.40


Most stable structure - B; separation to the second - 59.0 kJ/mol.


A | Density functional theory data (the ωB97M-V functional and the def2-TZVPD basis) for a 2-piece molecular cluster, C4H10NOP overall.

Its orbital gap (spin up / spin down) is 7.812 / 7.812 eV.

Structure (ORCA input):
```
! RIJCOSX wB97M-V def2-TZVPD def2/J DEFGRID3
* xyz 0 1
N -0.576 0.166 -0.229
O 1.508 0.633 1.335
H 1.915 -2.976 -0.835
C -1.393 -0.611 0.272
H 0.123 2.512 -0.928
C 1.867 -2.132 0.012
H 2.909 -1.674 0.017
P 1.060 0.349 -0.177
H -1.110 -1.301 1.032
H 1.636 -0.225 1.671
H -3.309 0.212 0.885
C 1.109 2.131 -0.718
C -2.804 -0.445 0.165
H -3.009 0.021 -0.861
H 1.543 2.212 -1.775
H -3.266 -1.493 0.092
H 1.797 2.621 0.042
*
```

Atom charges from the Mulliken analysis, given in e for atoms 1 to 5: -0.34, -0.50, 0.19, 0.16, 0.33


B | Density functional theory data (the ωB97M-V functional and the def2-TZVPD basis) for a single C4H10NOP molecule.

Its orbital gap (spin up / spin down) is 7.611 / 7.613 eV.

Structure (ORCA input):
```
! RIJCOSX wB97M-V def2-TZVPD def2/J DEFGRID3
* xyz 0 1
O -1.386 -0.953 1.229
C 0.691 -1.031 -1.018
H -0.786 -0.456 -2.189
H 1.141 -1.697 -1.902
C 1.749 0.382 0.757
C -2.122 1.374 0.014
H 2.486 0.802 0.078
H -1.230 1.856 0.409
H 0.537 -1.340 1.016
H 2.172 -1.700 0.337
H 2.179 0.327 1.752
P -1.889 -0.486 -0.078
H -2.956 1.539 0.699
H -2.372 1.784 -0.957
H 0.888 1.036 0.792
N -0.423 -0.414 -1.243
C 1.322 -1.021 0.304
*
```

Atom charges from the Mulliken analysis, given in e for atoms 1 to 5: -0.57, -0.04, 0.34, 0.27, -0.79


Most stable structure - B; separation to the second - 403.1 kJ/mol.


A | Density functional theory data (the ωB97M-V functional and the def2-TZVPD basis) for C2H39O18 as an isolated structure.

Its orbital gap is 9.567 eV.

Structure (ORCA input):
```
! RIJCOSX wB97M-V def2-TZVPD def2/J DEFGRID3
* xyz -1 1
O 1.850 3.199 -0.702
H 3.579 -0.355 1.324
O -3.127 -0.941 -0.465
H -1.367 0.531 2.799
H -1.132 -0.704 -1.589
H -1.792 -1.316 -2.883
H 1.169 0.231 -0.823
H 1.247 0.167 1.734
O -0.242 3.379 -2.389
H -1.328 -1.453 2.331
O -1.526 1.440 3.169
H 4.037 -2.055 -0.037
O -1.592 -3.377 -0.562
H -2.001 1.091 -2.875
H 0.437 -3.840 1.798
O -0.298 0.955 -4.417
H -0.729 0.176 -3.983
H 0.571 0.912 -4.017
H 1.075 3.583 -1.144
H -0.734 -2.991 -0.262
H -0.386 2.797 -3.149
O -1.009 -0.818 -2.579
O -0.575 -0.514 -0.023
H 0.710 -2.093 -3.298
H 1.960 -0.473 3.777
O 3.390 -1.374 -0.208
O 0.897 -2.416 -0.553
H -3.638 -0.409 0.134
H -2.480 2.181 -0.111
H -0.640 -1.484 3.726
H -1.306 1.207 4.084
H 1.945 1.521 0.881
O -3.070 1.707 0.492
H -0.301 1.300 -0.693
H 0.863 -2.854 -1.419
O -2.844 1.534 -2.720
H 1.542 -2.953 1.102
H -2.731 1.801 1.382
O 1.663 -2.190 -3.083
H -3.248 1.212 -1.906
O -1.461 -1.234 3.265
H -2.203 -0.580 -0.363
H -0.062 3.556 0.774
H 0.084 -1.589 -0.088
H 2.504 -1.785 -0.024
O 1.564 -1.291 4.079
H -1.081 3.066 1.816
H 1.992 -1.865 3.428
O 1.334 -3.519 1.885
H 0.413 1.664 1.704
O 3.448 -0.450 2.292
C 1.001 1.001 1.076
C 0.337 0.561 -0.175
H -2.263 -2.680 -0.499
H 3.654 0.389 2.737
H 1.803 -1.565 -2.362
H -1.099 3.824 -2.429
H 2.093 2.387 -1.152
O -0.896 3.795 1.193
*
```

Atom charges from the Mulliken analysis, given in e for atoms 1 to 5: -0.65, 0.37, -0.81, 0.35, 0.00


B | Density functional theory data (the ωB97M-V functional and the def2-TZVPD basis) for a 18-piece molecular cluster, C2H39O18 overall.

Its orbital gap is 7.032 eV.

Structure (ORCA input):
```
! RIJCOSX wB97M-V def2-TZVPD def2/J DEFGRID3
* xyz -1 1
O -3.502 1.737 2.114
H -0.399 1.739 0.219
O 0.294 -1.547 -3.340
H -2.725 1.351 1.651
H -0.414 1.636 2.224
H -2.817 -0.826 0.630
H 3.041 1.378 1.173
H 3.128 -0.955 -1.436
H 0.912 -0.161 -1.128
O 0.854 -3.756 -1.367
H 2.024 3.061 0.278
H 0.638 1.771 -2.394
H 3.456 2.994 -0.262
H 2.673 1.766 3.116
O 3.296 0.772 1.899
O -0.536 2.200 3.003
H 1.808 2.389 -1.671
O -3.424 -1.334 0.116
O 2.193 2.452 3.591
H -2.393 1.110 -0.721
O 0.282 -4.160 1.577
O 2.133 -1.702 1.274
H 3.456 -2.341 -1.664
H -0.739 4.053 0.783
H 1.184 -1.572 -3.665
H -0.396 1.566 3.726
H 0.561 -3.469 0.969
O 2.659 2.511 -0.114
O 1.467 2.273 -2.563
H -3.313 0.835 -1.932
H -2.402 -2.765 -2.472
H 0.331 -1.574 -2.421
O -1.686 4.095 0.672
H 2.690 0.041 1.946
H 0.134 -4.891 0.947
H 2.457 -1.894 0.370
H -0.187 -1.281 -0.236
H -0.755 -0.750 2.225
O 2.764 -1.813 -1.248
H -4.227 -0.799 0.139
H -2.059 -2.221 -1.136
H 1.511 -3.081 -1.496
H 0.444 0.618 1.312
O -3.054 1.519 -1.296
O -0.721 -1.354 3.025
H -1.501 0.322 -4.636
H -1.701 4.137 -0.293
H -0.843 -0.170 -1.451
H 2.378 -2.442 1.803
H -0.050 -3.433 -1.546
C -0.106 -0.301 -0.658
O -1.481 0.396 1.049
O -1.001 0.860 -4.053
C -0.220 0.658 0.461
H -1.225 -0.810 3.674
H -4.204 1.261 1.705
H -0.309 0.288 -3.796
O -1.736 -2.849 -1.781
H 1.359 2.463 3.104
*
```

Atom charges from the Mulliken analysis, given in e for atoms 1 to 5: -0.70, -0.15, -0.66, 0.20, 0.11


Most stable structure - A; separation to the second - 206.9 kJ/mol.


A | Density functional theory data (the ωB97M-V functional and the def2-TZVPD basis) for a 7-piece molecular cluster, H13O6S overall.

Its orbital gap is 7.968 eV.

Structure (ORCA input):
```
! RIJCOSX wB97M-V def2-TZVPD def2/J DEFGRID3
* xyz -1 1
O 1.479 2.436 2.077
H 0.533 -0.327 2.724
S 1.402 -0.141 0.071
H 1.321 3.179 1.496
H -1.035 0.593 -1.526
H -4.692 2.045 -2.823
H -0.583 1.906 -1.424
O -1.837 -1.687 -0.174
H -0.960 -1.544 0.220
O 3.342 -2.773 0.499
H 2.808 -1.942 0.357
O 0.129 -1.025 3.268
O -1.074 1.392 -2.083
O -4.668 1.760 -3.740
H 4.082 -2.351 0.033
H -2.355 -1.952 0.598
H 0.763 -1.751 3.128
H 1.418 0.909 -0.752
H -4.084 0.996 -3.775
H 1.626 1.623 1.559
*
```

Atom charges from the Mulliken analysis, given in e for atoms 1 to 5: -0.62, 0.30, -0.81, 0.28, 0.33


B | Density functional theory data (the ωB97M-V functional and the def2-TZVPD basis) for a 7-piece molecular cluster, H13O6S overall.

Its orbital gap is 7.334 eV.

Structure (ORCA input):
```
! RIJCOSX wB97M-V def2-TZVPD def2/J DEFGRID3
* xyz -1 1
H 2.314 -1.976 -0.010
H -2.893 3.458 -1.686
H 2.481 -2.719 1.284
O -1.005 0.257 -0.966
H -1.100 0.483 -0.071
O 2.855 -0.709 -0.919
O -3.614 3.783 -1.121
O -0.674 -2.680 1.110
H 0.242 -2.823 0.903
H -0.978 -0.736 -0.827
S -1.220 0.623 2.099
H 2.301 0.046 -0.571
H -2.099 1.505 1.599
H 2.596 -0.685 -1.828
O 1.350 1.241 -0.517
O 1.952 -2.775 0.501
H 1.142 1.574 0.331
H -3.435 3.241 -0.346
H 0.475 0.908 -0.777
H -0.688 -2.016 1.812
*
```

Atom charges from the Mulliken analysis, given in e for atoms 1 to 5: 0.43, 0.32, 0.30, -0.69, 0.12


Most stable structure - B; separation to the second - 20.9 kJ/mol.